The following is a quantum chemistry calculation of a molecular structure, C36H42N5P2SeW, from OMol25.

Properties
Highest occupied orbital energy (spin up / spin down), eV: -16.457 / -16.541
<S²>: 2.16
Max |F|, eV Å⁻¹: 0.60

Structure (ORCA input):
```
! RIJCOSX wB97M-V def2-TZVPD def2/J DEFGRID3
* xyz 3 3
W -0.28081 -0.00430 -0.37557
C -2.92306 -4.52811 -0.12164
C -1.67323 -3.83752 -0.68545
C -1.77003 -3.70192 -2.20546
P -1.36246 -2.21482 0.13890
C -3.03779 -1.42749 0.43617
C -3.18656 -0.25784 -0.55100
C -3.25527 -0.96410 1.87627
C -0.63488 -2.54873 1.75571
C -0.71765 -3.75254 2.43271
C -0.08409 -3.90920 3.66323
C 0.65247 -2.86368 4.19452
C 0.76050 -1.65815 3.51447
C 0.10436 -1.48789 2.29928
N 0.20367 -0.29218 1.52204
C 1.00727 0.77806 2.06450
C 0.72552 1.39193 3.27601
C 1.52194 2.44951 3.69334
C 2.58296 2.88988 2.90820
C 2.85118 2.27914 1.69078
C 2.06817 1.21116 1.26779
P 2.17824 0.32086 -0.31037
C 3.00077 -1.29694 0.01933
C 3.09168 -2.12739 -1.26558
C 4.33349 -1.20861 0.76588
C 3.07640 1.41107 -1.48980
C 4.59652 1.34065 -1.30411
C 2.70059 1.15952 -2.95325
H -2.82942 -5.60271 -0.28289
H -3.81822 -4.20042 -0.65108
H -3.08404 -4.36783 0.94431
H -0.78582 -4.42572 -0.44020
H -2.60589 -3.05957 -2.49646
H -1.95223 -4.68443 -2.64264
H -0.85278 -3.31787 -2.64435
H -3.79080 -2.17938 0.20327
H -2.52149 0.58022 -0.25783
H -4.18894 0.17010 -0.50262
H -3.00405 -0.54782 -1.58706
H -2.52201 -0.21287 2.18021
H -3.20906 -1.79068 2.58385
H -4.24623 -0.51334 1.95869
H -1.25908 -4.58770 2.00998
H -0.15872 -4.84962 4.19237
H 1.16379 -2.98541 5.14036
H 1.37241 -0.87221 3.93354
H -0.11315 1.06093 3.87718
H 1.30856 2.93477 4.63699
H 3.20296 3.70984 3.24613
H 3.67064 2.64137 1.08306
H 2.27461 -1.77398 0.68400
H 3.81761 -1.70962 -1.96480
H 2.12542 -2.20410 -1.77208
H 3.41878 -3.13956 -1.02545
H 5.15828 -0.97017 0.09923
H 4.54496 -2.18245 1.21019
H 4.31326 -0.47907 1.57688
H 2.72793 2.40906 -1.20574
H 4.99892 0.41560 -1.71616
H 4.91684 1.42335 -0.26691
H 5.04581 2.16650 -1.85713
H 2.92985 0.13665 -3.25864
H 3.28814 1.82551 -3.58657
H 1.65000 1.36289 -3.15283
Se -3.12153 4.81572 -5.59715
N -2.41634 3.20480 -5.72846
C -1.98816 2.88626 -4.53188
C -1.35923 1.61175 -4.21526
C -1.09466 0.62942 -5.17596
C -0.48615 -0.54516 -4.79009
C -0.20249 -0.74511 -3.44938
N -0.47111 0.16800 -2.51114
C -0.99881 1.36350 -2.89720
C -1.11700 2.39568 -1.87155
N -0.61347 2.10408 -0.63543
C -0.69035 3.03435 0.32541
C -1.25964 4.28010 0.10773
C -1.77264 4.57919 -1.13501
C -1.70303 3.62164 -2.15443
C -2.17940 3.86877 -3.50874
N -2.76652 4.98050 -3.87734
H -1.35870 0.82001 -6.20984
H -0.23932 -1.31470 -5.50828
H 0.25937 -1.65885 -3.10890
H -0.27847 2.77063 1.28973
H -1.29198 4.99689 0.91705
H -2.22402 5.54184 -1.34542
*
```

Results of the Löwdin charge analysis, in e, for atoms 1 through 8:
1. W 1.3662
2. C -0.0920
3. C -0.5088
4. C -0.0965
5. P 1.0229
6. C -0.4941
7. C -0.1201
8. C -0.0770